No. 1
{
  "formula": "CHClN2O",
  "method": "the ωB97M-V functional and the def2-TZVPD basis",
  "de_lowest_kj_mol": 280.7,
  "orbital_gap_ev": [8.47, 8.43],
  "e_homo_ha": [-0.3671, -0.3650],
  "charge": 0,
  "total_energy_ha": -683.5023,
  "species": ["C", "N", "N", "O", "Cl", "H"],
  "xyz": [[-1.204, 0.381, 1.121], [-0.320, -0.068, 0.444], [0.735, 1.981, -0.440], [-2.084, 0.642, 1.814], [0.582, 3.340, 0.289], [0.073, 0.296, -0.449]],
  "forces_ev_per_angstrom": [[0.503, -0.879, -1.102], [0.731, -0.332, -1.041], [0.725, 0.074, -1.031], [-1.081, 0.745, 1.177], [-0.142, 0.984, 0.586], [-0.736, -0.593, 1.411]],
  "mulliken_charge": [0.55, -0.48, -0.22, -0.39, 0.14, 0.40]
}

No. 2
{
  "formula": "C5H7NO3",
  "method": "the ωB97M-V functional and the def2-TZVPD basis",
  "de_lowest_kj_mol": 501.3,
  "orbital_gap_ev": 9.12,
  "e_homo_ha": -0.3183,
  "charge": 0,
  "total_energy_ha": -475.0581,
  "smiles": "O=CN(O)/C=C/[C@@H]1CO1",
  "species": ["O", "C", "N", "O", "C", "C", "C", "C", "O", "H", "H", "H", "H", "H", "H", "H"],
  "xyz": [[-0.540, 2.448, 2.409], [-1.402, 1.778, 1.906], [-1.293, 0.809, 0.884], [-2.528, 0.418, 0.349], [-0.163, 0.436, 0.214], [-0.159, -0.381, -0.879], [1.005, -0.999, -1.442], [2.257, -1.333, -0.730], [2.142, -0.101, -1.567], [-2.494, 2.013, 2.088], [-2.647, -0.531, 0.670], [0.884, 0.820, 0.543], [-1.075, -0.740, -1.307], [0.726, -1.595, -2.333], [2.959, -2.035, -1.116], [2.330, -1.008, 0.310]],
  "forces_ev_per_angstrom": [[0.377, -0.983, -0.318], [-1.372, 0.933, -0.887], [-0.503, 1.251, 1.235], [0.426, -1.574, 0.836], [2.736, -0.902, -1.723], [-1.484, 0.756, 2.520], [1.595, 0.126, -1.262], [-0.739, 2.556, -0.207], [-0.060, -1.828, 0.213], [0.764, -0.699, -0.005], [0.142, 1.606, -0.582], [-2.339, -0.448, -0.023], [-0.508, 0.074, 0.081], [0.687, 0.344, 0.338], [0.268, -0.564, -0.132], [0.010, -0.646, -0.085]],
  "mulliken_charge": [-0.49, 0.06, 0.21, -0.44, -0.29, -0.47, 0.16, -0.44, -0.43, 0.33, 0.35, 0.30, 0.35, 0.33, 0.28, 0.18]
}

No. 3
{
  "formula": "C4H9N2",
  "method": "the ωB97M-V functional and the def2-TZVPD basis",
  "de_lowest_kj_mol": 475.0,
  "orbital_gap_ev": 10.30,
  "e_homo_ha": -0.5243,
  "charge": 1,
  "total_energy_ha": -266.9184,
  "species": ["C", "C", "C", "C", "N", "N", "H", "H", "H", "H", "H", "H", "H", "H", "H"],
  "xyz": [[-0.649, 0.624, -0.022], [0.037, -0.021, 1.113], [0.482, 0.927, 2.223], [0.798, -0.974, -2.723], [-1.390, -0.013, 0.786], [-0.066, -0.567, -1.891], [0.609, -1.051, 0.902], [1.152, 0.271, 2.809], [-0.277, 1.295, 2.953], [1.043, 1.801, 1.925], [0.568, -1.579, -3.711], [1.866, -1.102, -2.608], [-2.355, -0.229, 1.048], [-1.051, -0.721, -1.947], [-0.765, 1.339, -0.856]],
  "forces_ev_per_angstrom": [[-0.466, -0.032, -1.106], [1.255, -0.548, 0.013], [0.537, -1.600, 1.592], [-1.699, -2.714, -2.223], [-0.605, -0.043, -0.541], [1.944, 0.191, 0.986], [-1.338, 2.576, 0.581], [-0.025, 0.756, 0.137], [0.073, -0.587, -0.916], [0.192, 0.033, -0.585], [-0.338, 1.384, 1.736], [0.309, 1.243, 0.901], [0.498, 0.081, -0.088], [-0.554, -0.446, -1.561], [0.217, -0.294, 1.073]],
  "mulliken_charge": [0.13, 0.16, -1.13, -0.24, -0.19, -0.44, 0.31, 0.30, 0.36, 0.32, 0.21, 0.27, 0.27, 0.23, 0.44]
}

No. 4
{
  "formula": "C2H9N2O",
  "method": "the ωB97M-V functional and the def2-TZVPD basis",
  "de_lowest_kj_mol": 93.9,
  "orbital_gap_ev": 11.67,
  "e_homo_ha": -0.5559,
  "charge": 1,
  "total_energy_ha": -266.1159,
  "species": ["C", "N", "C", "N", "H", "H", "H", "H", "H", "H", "H", "H", "H", "O"],
  "xyz": [[2.231, 0.137, -0.740], [-0.847, 0.517, 1.267], [0.315, 0.051, 0.873], [0.789, 0.175, -0.333], [2.398, -0.807, -1.237], [2.414, 1.051, -1.288], [2.771, 0.161, 0.201], [-1.420, 0.951, 0.563], [-1.108, 0.479, 2.229], [0.950, -0.427, 1.614], [0.116, 0.301, -1.075], [-2.502, -1.222, -1.324], [-3.416, -0.800, -0.089], [-2.691, -0.568, -0.662]],
  "forces_ev_per_angstrom": [[-1.354, -0.416, 1.454], [0.848, -0.323, -0.838], [0.418, 0.312, 0.857], [-0.035, -0.218, -0.870], [0.388, 0.119, -0.508], [0.247, -0.169, -0.351], [0.387, 0.005, -0.137], [-0.596, 0.049, 0.205], [-0.331, -0.135, 0.307], [0.082, 0.323, 0.100], [-0.059, 0.456, -0.096], [-0.511, -0.688, -0.188], [-0.389, -0.609, -0.182], [0.903, 1.293, 0.247]],
  "mulliken_charge": [-0.74, -0.29, 0.28, -0.24, 0.32, 0.31, 0.30, 0.22, 0.25, 0.35, 0.25, 0.32, 0.32, -0.64]
}